No. 1
The following is a DFT calculation (the ωB97M-V functional and the def2-TZVPD basis) of C4H5NS in the gas phase at a distorted geometry.

The geometry in XYZ format:
```
11
Properties=species:S:1:pos:R:3:nbo_charge:R:1
C -0.88 0.31 -0.34 -0.526
C -2.03 -0.54 -0.16 0.286
N -2.96 -1.16 0.14 -0.306
H -1.17 1.29 0.05 0.255
H 0.25 -0.18 1.52 0.237
H 1.76 0.83 -0.94 0.230
H 2.40 0.41 0.80 0.237
S 1.24 -1.52 -0.16 0.109
C 1.65 0.31 0.01 -0.446
H -0.57 0.40 -1.39 0.258
C 0.31 -0.15 0.46 -0.334
```

Values from the calculation:
Frontier orbital gap   0.367 hartree
Relative energy (zero: lowest compared OMol25 entry of this formula, charge and spin)   75.61 kJ/mol
F_max   2.18 eV Å⁻¹
HOMO level   -9.29 eV
Spin multiplicity   1

***

No. 2
The following is a DFT calculation (the ωB97M-V functional and the def2-TZVPD basis) of 2 unconnected molecules or ions with the total composition C4H5NS3 at a distorted geometry.

The geometry in XYZ format:
```
13
Properties=species:S:1:pos:R:3:nbo_charge:R:1
S 2.00 -0.14 -0.72 0.068
C -0.25 0.44 0.71 -0.427
H -1.01 1.24 0.82 0.263
S 0.79 -0.07 1.97 0.105
N -0.34 1.90 -2.73 -0.302
H 1.72 -1.34 -1.28 0.150
S -0.39 -2.38 -0.01 0.013
H 0.01 1.57 3.05 0.120
C -0.81 -0.67 -0.32 -0.384
H -0.33 -2.00 1.36 0.161
C 0.17 1.37 -1.82 0.263
H -1.81 -0.24 -0.40 0.256
C 0.25 0.34 -0.64 -0.286
```

Values from the calculation:
Frontier orbital gap   0.270 hartree
Relative energy (zero: lowest compared OMol25 entry of this formula, charge and spin)   544.77 kJ/mol
F_max   4.99 eV Å⁻¹
HOMO level   -9.34 eV
Spin multiplicity   1

***

No. 3
The following is a DFT calculation (the ωB97M-V functional and the def2-TZVPD basis) of a molecular structure, C4H5NdO3 at a distorted geometry.

The geometry in XYZ format:
```
13
Properties=species:S:1:pos:R:3:mulliken_spin:R:1
O -0.34 -1.47 -0.02 0.005
H 1.49 -1.33 0.97 0.001
H 1.59 -1.62 -0.81 0.001
C 0.15 1.00 -0.06 -0.005
C -0.73 -0.20 0.19 0.004
H 1.21 0.81 -0.30 -0.005
H 1.04 -2.92 0.29 0.000
H -0.12 2.37 -1.76 0.018
Nd -2.62 2.30 0.62 3.756
O -2.02 -0.07 0.20 -0.011
C 1.03 -1.84 0.11 -0.003
O -0.12 0.86 1.36 0.010
C -0.56 2.09 -0.79 0.230
```

Values from the calculation:
Frontier orbital gap (spin up / spin down)   0.222 / 0.279 hartree
F_max   3.18 eV Å⁻¹
HOMO level (spin up / spin down)   -11.62 / -12.77 eV
Total charge   +1
Spin multiplicity   5

***

No. 4
The following is a DFT calculation (the ωB97M-V functional and the def2-TZVPD basis) of 2 unconnected molecules or ions with the total composition C4H5O at a distorted geometry.

The geometry in XYZ format:
```
10
Properties=species:S:1:pos:R:3:nbo_charge:R:1
C 0.06 1.15 0.12 -0.333
H -2.15 1.03 -0.25 0.254
C 0.94 0.10 0.30 -0.073
H 0.74 -1.25 -1.48 0.318
O -1.14 -0.74 -0.02 -0.360
C -1.20 0.56 -0.06 0.335
H 0.34 -2.10 0.57 0.291
H 1.99 0.15 0.51 0.282
C 0.16 -1.11 0.18 0.003
H 0.26 2.20 0.12 0.284
```

Values from the calculation:
Frontier orbital gap   0.337 hartree
Relative energy (zero: lowest compared OMol25 entry of this formula, charge and spin)   165.80 kJ/mol
F_max   4.07 eV Å⁻¹
HOMO level   -16.15 eV
Total charge   +1
Spin multiplicity   1

***

No. 5
The following is a DFT calculation (the ωB97M-V functional and the def2-TZVPD basis) of a molecular structure, C4H5O2P at a distorted geometry.

The geometry in XYZ format:
```
12
Properties=species:S:1:pos:R:3:nbo_charge:R:1
H 0.20 0.80 -1.69 0.216
O 1.97 1.18 0.78 -0.520
C -0.79 0.31 0.34 -0.401
P 0.84 -1.17 -1.14 0.992
H -1.63 -0.21 0.44 0.215
H -1.45 0.01 -1.72 0.235
C -0.53 0.04 -1.22 -0.751
O 0.35 -1.67 0.36 -0.768
C 0.36 -0.39 1.03 -0.070
H 0.31 -0.46 2.05 0.223
H -1.01 1.34 0.47 0.230
C 1.38 0.22 0.31 0.400
```

Values from the calculation:
Frontier orbital gap   0.349 hartree
Relative energy (zero: lowest compared OMol25 entry of this formula, charge and spin)   202.17 kJ/mol
F_max   5.95 eV Å⁻¹
HOMO level   -9.06 eV
Spin multiplicity   1

***

No. 6
The following is a DFT calculation (the ωB97M-V functional and the def2-TZVPD basis) of a molecular structure, C4H5O2Pr at a distorted geometry.

The geometry in XYZ format:
```
12
Properties=species:S:1:pos:R:3:nbo_charge:R:1
O -2.33 0.87 1.70 -0.432
H -0.88 1.72 -0.99 0.322
Pr 4.92 0.25 -1.84 2.501
C 0.68 -1.15 0.32 -0.483
C -1.88 0.81 0.57 0.742
O 2.60 -0.05 -0.76 -0.640
H -2.27 0.47 -1.42 0.362
H -2.09 0.13 2.31 0.583
H 0.03 -1.75 -0.33 0.365
H 1.07 -1.66 1.27 0.364
C -1.66 1.01 -0.69 -0.487
C 1.80 -0.67 -0.14 0.803
```

Values from the calculation:
Frontier orbital gap (spin up / spin down)   0.260 / 0.123 hartree
F_max   3.40 eV Å⁻¹
HOMO level (spin up / spin down)   -25.15 / -24.26 eV
Total charge   +4
Spin multiplicity   3

***

No. 7
The following is a DFT calculation (the ωB97M-V functional and the def2-TZVPD basis) of a molecular structure, C4H5O2Tm at a distorted geometry.

The geometry in XYZ format:
```
12
Properties=species:S:1:pos:R:3:nbo_charge:R:1
H -1.38 -1.31 -0.61 0.317
C -0.28 -1.28 -2.36 0.779
H -0.17 0.16 -0.95 0.304
H -0.84 -0.46 3.12 0.569
H 0.39 2.75 1.81 0.346
C 0.95 1.83 1.99 -0.516
O 0.05 -1.67 -3.43 -0.694
C 0.39 0.88 2.65 0.737
Tm -0.35 -1.77 -5.96 1.940
O -0.09 0.09 3.44 -0.466
C -0.55 -0.85 -1.16 -0.647
H 1.88 1.63 1.46 0.332
```

Values from the calculation:
Frontier orbital gap (spin up / spin down)   0.256 / 0.219 hartree
Relative energy (zero: lowest compared OMol25 entry of this formula, charge and spin)   0.00 kJ/mol
F_max   2.64 eV Å⁻¹
HOMO level (spin up / spin down)   -19.84 / -20.52 eV
Total charge   +3
Spin multiplicity   4

***

No. 8
The following is a DFT calculation (the ωB97M-V functional and the def2-TZVPD basis) of 2 unconnected molecules or ions with the total composition C4H5O3P at a distorted geometry.

The geometry in XYZ format:
```
13
Properties=species:S:1:pos:R:3:nbo_charge:R:1
H 0.68 0.54 1.67 0.183
H 0.79 -1.75 2.19 0.149
C 0.51 -1.51 1.25 -0.577
O 0.39 1.70 -0.48 -0.857
C 0.43 -0.19 0.96 -0.181
H -2.26 1.16 -0.06 0.101
H -2.23 -0.40 0.95 0.084
P 0.96 0.74 -1.76 2.281
O 0.38 1.09 -3.11 -1.153
C -2.23 0.04 -0.15 -0.811
C 0.09 0.25 -0.32 -0.216
H 0.01 -2.27 0.56 0.185
O 2.49 0.60 -1.69 -1.187
```

Values from the calculation:
Frontier orbital gap   0.211 hartree
Relative energy (zero: lowest compared OMol25 entry of this formula, charge and spin)   424.12 kJ/mol
F_max   3.73 eV Å⁻¹
HOMO level   1.19 eV
Total charge   -2
Spin multiplicity   1

***

No. 9
The following is a DFT calculation (the ωB97M-V functional and the def2-TZVPD basis) of a molecular structure, C4H5O4Ru at a distorted geometry.

The geometry in XYZ format:
```
14
Properties=species:S:1:pos:R:3:nbo_charge:R:1
O -2.79 -1.17 2.14 -0.416
O 0.83 0.02 -0.80 -0.570
O 0.64 -1.30 1.52 -0.640
C 0.99 0.72 0.39 0.099
H 1.18 1.79 0.32 0.243
Ru 0.50 -1.99 -0.32 1.092
H -0.71 1.16 -1.62 0.218
O -1.84 -1.06 0.02 -0.608
H 0.95 1.61 -2.13 0.225
C 0.28 0.77 -1.88 -0.274
H 1.08 0.49 2.49 0.232
H 0.20 0.09 -2.74 0.237
C -2.26 -1.13 1.11 1.051
C 0.94 -0.01 1.52 0.111
```

Values from the calculation:
Frontier orbital gap (spin up / spin down)   0.307 / 0.251 hartree
Relative energy (zero: lowest compared OMol25 entry of this formula, charge and spin)   0.00 kJ/mol
F_max   3.26 eV Å⁻¹
HOMO level (spin up / spin down)   -11.35 / -14.12 eV
Total charge   +1
Spin multiplicity   7

***

No. 10
The following is a DFT calculation (the ωB97M-V functional and the def2-TZVPD basis) of a molecular structure, C4H5O5Tm at a distorted geometry.

The geometry in XYZ format:
```
15
Properties=species:S:1:pos:R:3:nbo_charge:R:1
H -0.46 -1.79 0.49 0.242
H -4.71 0.63 -0.76 0.515
C -2.88 0.88 -0.34 0.773
H -0.05 0.56 1.36 0.255
C 0.19 -1.09 -0.06 -0.142
H -0.21 0.98 -0.63 0.242
O 3.51 -0.59 -0.26 -0.806
Tm 4.99 1.40 -0.15 0.988
O 1.87 0.82 0.19 -0.683
O -4.12 0.43 -0.02 -0.611
C -0.10 0.37 0.28 0.024
H 0.14 -1.26 -1.14 0.203
O 1.53 -1.36 0.37 -0.480
C 2.37 -0.37 0.17 0.978
O -2.05 0.40 0.49 -0.498
```

Values from the calculation:
Frontier orbital gap (spin up / spin down)   0.207 / 0.163 hartree
F_max   7.07 eV Å⁻¹
HOMO level (spin up / spin down)   -9.02 / -10.93 eV
Total charge   +1
Spin multiplicity   4

***

No. 11
The following is a DFT calculation (the ωB97M-V functional and the def2-TZVPD basis) of a molecular structure, C4H5O6Pt at a distorted geometry.

The geometry in XYZ format:
```
16
Properties=species:S:1:pos:R:3:nbo_charge:R:1
O 4.34 -0.20 7.80 -0.495
H 4.41 0.27 8.64 0.544
O 4.20 1.89 6.94 -0.007
O 3.51 0.50 2.16 -0.190
O 3.20 0.59 -0.42 -0.572
O 3.10 -1.43 0.54 -0.418
H 4.46 -0.91 3.26 0.297
C 3.63 -0.18 3.37 -0.173
H 3.02 1.47 4.62 0.229
H 2.72 -0.78 3.53 0.285
C 4.21 0.69 6.81 0.963
Pt 2.70 2.05 -1.00 0.788
H 4.78 1.40 4.30 0.234
C 3.88 0.80 4.50 -0.127
O 4.06 0.02 5.68 -0.366
C 3.17 -0.24 0.45 1.006
```

Values from the calculation:
Frontier orbital gap (spin up / spin down)   0.360 / 0.120 hartree
F_max   13.88 eV Å⁻¹
HOMO level (spin up / spin down)   -17.24 / -17.14 eV
Total charge   +2
Spin multiplicity   4

***

No. 12
The following is a DFT calculation (the ωB97M-V functional and the def2-TZVPD basis) of a molecular structure, C4H5OPm at a distorted geometry.

The geometry in XYZ format:
```
11
Properties=species:S:1:pos:R:3:nbo_charge:R:1
C 0.51 0.01 -1.35 0.275
H 1.22 -0.57 -1.97 0.309
C -0.83 -0.96 1.76 0.135
H 1.43 0.73 0.64 0.274
Pm -0.69 3.41 -1.82 1.969
H -0.52 -1.01 -0.79 0.237
H -1.28 -1.91 2.05 0.299
O 0.36 1.26 -1.70 -0.696
C 0.83 0.00 0.10 0.059
C -0.09 -0.87 0.65 -0.135
H -0.95 -0.10 2.43 0.275
```

Values from the calculation:
Frontier orbital gap (spin up / spin down)   0.164 / 0.267 hartree
Relative energy (zero: lowest compared OMol25 entry of this formula, charge and spin)   431.66 kJ/mol
F_max   7.05 eV Å⁻¹
HOMO level (spin up / spin down)   -20.85 / -23.62 eV
Total charge   +3
Spin multiplicity   6

***

No. 13
The following is a DFT calculation (the ωB97M-V functional and the def2-TZVPD basis) of C4H5P in the gas phase at a distorted geometry.

The geometry in XYZ format:
```
10
Properties=species:S:1:pos:R:3:nbo_charge:R:1
P -2.26 -1.66 -1.13 0.590
C -0.97 -1.07 -0.19 -0.427
C -1.05 -0.22 -1.41 -0.682
H 0.69 1.23 0.33 0.171
H 1.78 0.41 1.40 0.177
H -1.54 0.85 -1.28 0.209
H 0.05 -1.69 1.67 0.220
H -0.24 -0.22 -2.23 0.225
C 0.86 0.39 0.92 -0.278
C -0.14 -0.89 0.88 -0.205
```

Values from the calculation:
Frontier orbital gap (spin up / spin down)   0.270 / 0.281 hartree
Relative energy (zero: lowest compared OMol25 entry of this formula, charge and spin)   280.99 kJ/mol
F_max   6.96 eV Å⁻¹
HOMO level (spin up / spin down)   -8.39 / -8.10 eV
Spin multiplicity   1

***

No. 14
The following is a DFT calculation (the ωB97M-V functional and the def2-TZVPD basis) of C4H6 in the gas phase at a distorted geometry.

The geometry in XYZ format:
```
10
Properties=species:S:1:pos:R:3:nbo_charge:R:1
H 2.11 -0.43 -1.18 0.202
C -1.02 0.28 1.44 -0.364
H -1.73 0.93 0.85 0.187
H -1.11 0.17 2.49 0.198
C 1.07 -0.21 -1.45 -0.376
H 0.86 -0.41 1.37 0.208
C -0.02 -0.15 -0.67 -0.217
C -0.01 -0.19 0.77 -0.236
H -1.00 0.01 -1.13 0.203
H 0.86 0.01 -2.48 0.194
```

Values from the calculation:
Frontier orbital gap   0.366 hartree
Relative energy (zero: lowest compared OMol25 entry of this formula, charge and spin)   48.07 kJ/mol
F_max   2.71 eV Å⁻¹
HOMO level   -8.86 eV
Spin multiplicity   1

***

No. 15
The following is a DFT calculation (the ωB97M-V functional and the def2-TZVPD basis) of C4H6 in the gas phase at a distorted geometry.

The geometry in XYZ format:
```
10
Properties=species:S:1:pos:R:3:nbo_charge:R:1
H 0.73 -1.21 0.75 0.204
C -1.69 -0.59 -0.31 -0.370
C -0.59 0.14 -0.33 -0.225
C 1.67 0.64 0.34 -0.365
H 2.60 0.42 0.84 0.199
C 0.66 -0.23 0.25 -0.222
H -2.67 -0.32 -0.72 0.203
H -0.65 1.17 -0.72 0.199
H -1.68 -1.61 0.09 0.185
H 1.62 1.60 -0.20 0.190
```

Values from the calculation:
Frontier orbital gap   0.371 hartree
Relative energy (zero: lowest compared OMol25 entry of this formula, charge and spin)   9.56 kJ/mol
F_max   1.77 eV Å⁻¹
HOMO level   -8.95 eV
Spin multiplicity   1

***

No. 16
The following is a DFT calculation (the ωB97M-V functional and the def2-TZVPD basis) of a molecular structure, C4H6AgO7 at a distorted geometry.

The geometry in XYZ format:
```
18
Properties=species:S:1:pos:R:3:nbo_charge:R:1
H -1.64 -1.42 -0.51 0.192
H -1.00 -1.94 1.07 0.166
H 0.62 -2.34 -0.76 0.151
O 3.10 -0.82 -0.89 -0.833
O -1.55 1.00 -1.24 -0.833
O -1.09 0.09 0.80 -0.560
C -1.75 1.02 -0.01 1.009
Ag 5.01 0.44 -0.41 0.861
H -3.54 1.75 0.04 0.468
O -1.29 2.63 0.79 -0.981
C 2.66 -0.56 0.26 0.969
O -3.10 0.95 0.35 -0.768
O 1.46 -1.06 0.64 -0.522
O 3.23 0.17 1.10 -0.797
H 0.60 -0.61 -1.19 0.218
C -0.88 -1.20 0.26 -0.075
H -1.34 3.23 0.04 0.423
C 0.49 -1.32 -0.36 -0.088
```

Values from the calculation:
Frontier orbital gap   0.176 hartree
Relative energy (zero: lowest compared OMol25 entry of this formula, charge and spin)   96.09 kJ/mol
F_max   2.03 eV Å⁻¹
HOMO level   -4.16 eV
Total charge   -1
Spin multiplicity   1

***

No. 17
The following is a DFT calculation (the ωB97M-V functional and the def2-TZVPD basis) of a molecular structure, C4H6AlO7 at a distorted geometry.

The geometry in XYZ format:
```
18
Properties=species:S:1:pos:R:3:nbo_charge:R:1
Al -3.90 -2.02 -0.48 1.606
H 4.21 1.31 0.39 0.496
C -0.04 1.45 0.44 -0.101
O -3.35 -0.64 -0.83 -0.783
C -2.37 -1.19 -0.25 0.875
O 2.35 2.21 1.47 -0.374
O 1.19 0.96 -0.04 -0.519
C 2.32 1.70 0.33 0.910
O 3.42 0.89 0.02 -0.658
H -1.02 0.98 -1.42 0.229
H -0.09 2.54 0.33 0.224
O -2.48 -2.38 0.17 -0.718
C -1.17 0.84 -0.34 -0.105
H 2.76 3.65 -0.57 0.465
O -1.24 -0.56 -0.06 -0.381
H -0.15 1.22 1.51 0.203
O 2.26 2.93 -0.95 -0.581
H -2.11 1.32 -0.04 0.212
```

Values from the calculation:
Frontier orbital gap (spin up / spin down)   0.274 / 0.273 hartree
Relative energy (zero: lowest compared OMol25 entry of this formula, charge and spin)   265.59 kJ/mol
F_max   17.80 eV Å⁻¹
HOMO level (spin up / spin down)   -13.87 / -14.17 eV
Total charge   +1
Spin multiplicity   1

***

No. 18
The following is a DFT calculation (the ωB97M-V functional and the def2-TZVPD basis) of a molecular structure, C4H6AsBFeIN3S4 at a distorted geometry.

The geometry in XYZ format:
```
21
Properties=species:S:1:pos:R:3:nbo_charge:R:1
C 2.82 1.08 0.66 0.468
S -1.69 2.48 1.55 -0.440
B 4.23 0.85 0.11 -0.617
H 4.73 0.02 0.82 0.026
H -2.80 -2.01 -2.36 0.235
S -4.10 -0.10 1.37 -0.723
N -1.94 -0.69 -0.93 -0.323
C -1.93 -1.50 -1.99 -0.040
As -2.64 0.76 2.66 0.887
S -0.89 -0.64 2.83 -0.430
C -0.63 -1.52 -2.46 -0.293
Fe -0.21 0.84 1.29 1.113
H 4.10 0.45 -1.01 0.014
N 1.74 1.21 1.08 -0.742
C 0.09 -0.69 -1.60 -0.048
H 4.83 1.89 0.11 0.023
H -2.73 -0.50 -0.28 0.454
S -3.44 1.26 4.53 -0.650
H 1.13 -0.44 -1.60 0.244
N -0.72 -0.20 -0.68 -0.320
I 0.08 -2.58 -4.11 0.161
```

Values from the calculation:
Frontier orbital gap (spin up / spin down)   0.184 / 0.245 hartree
Relative energy (zero: lowest compared OMol25 entry of this formula, charge and spin)   8.86 kJ/mol
F_max   2.06 eV Å⁻¹
HOMO level (spin up / spin down)   -5.18 / -5.19 eV
Total charge   -1
Spin multiplicity   2